Entry 1:
93
Properties=species:S:1:pos:R:3:forces:R:3:lowdin_spin:R:1 method="wB97M-V/def2-TZVPD" multiplicity=6 total_charge=-2 s_squared=8.78 e_tot_ha=-5264.757176 homo_lumo_gap_ev="4.174 / 5.630" largest_force_ev_per_a=0.37 relative_energy_kcal_mol=2.0 molar_mass_da=937.54
Ru 0.0979 -1.7122 -0.7748 -0.2 -0.1 -0.1 3.42
O -0.3626 -4.2224 -4.2428 0.0 0.1 0.1 0.01
C -0.3546 -3.6471 -3.1482 0.0 -0.1 -0.1 0.00
O 0.0891 -2.4858 -2.8970 0.1 -0.1 -0.2 0.07
C -0.9256 -4.4086 -1.9423 0.1 0.0 0.0 0.01
C -1.7273 -5.5159 -2.1529 0.0 0.0 0.0 0.15
C -2.2725 -6.1647 -1.0262 0.0 0.0 0.1 0.05
C -1.9330 -5.7432 0.2251 0.0 0.0 -0.1 0.08
C -1.0304 -4.6485 0.3778 0.0 -0.1 0.0 0.14
N -0.6018 -3.9426 -0.7304 0.0 -0.1 0.0 0.22
C -0.5798 -4.3423 1.6812 -0.3 0.1 0.0 0.18
O -0.9472 -4.8391 2.7494 0.1 0.0 0.0 0.20
O 0.3666 -3.2737 1.7456 0.1 -0.1 0.1 0.04
H -1.9223 -5.8252 -3.1684 0.0 0.0 0.0 0.01
H -2.9513 -7.0028 -1.1474 0.0 0.0 0.0 0.00
H -2.3077 -6.2276 1.1158 0.0 0.0 0.0 0.01
C -0.9563 5.1923 0.3065 0.0 0.0 0.0 0.00
C -1.0522 3.7876 0.8747 0.0 0.0 0.0 0.00
C -1.6519 3.7616 2.2739 -0.1 0.0 0.1 0.00
O 0.2375 3.2072 0.9088 0.0 0.0 -0.1 0.00
C 0.2382 1.9512 0.2037 -0.1 0.0 0.1 0.00
C -1.2568 1.6863 -0.0401 0.0 0.0 -0.1 0.00
O -1.8160 3.0072 -0.0064 0.0 0.0 -0.1 0.00
C -1.6757 0.9710 -1.3556 0.1 -0.1 0.0 0.02
O -1.4292 -0.3697 -1.2199 -0.2 0.2 -0.1 0.16
C -0.9381 1.5846 -2.5618 0.0 0.0 0.0 0.00
C -0.1110 0.7846 -3.3401 0.1 0.0 -0.1 0.00
C 0.5753 1.3252 -4.4240 0.0 -0.1 0.0 0.00
C 0.4450 2.6658 -4.7487 0.0 0.0 0.0 0.00
C -0.4010 3.4661 -3.9890 0.0 0.0 0.0 0.00
C -1.0911 2.9272 -2.9138 0.0 0.0 0.0 0.00
C -3.1988 1.1026 -1.5681 0.0 0.0 0.1 0.00
C -4.0869 1.2215 -0.5009 0.0 0.0 0.0 0.00
C -5.4585 1.2022 -0.7042 0.0 0.0 0.0 0.00
C -5.9779 1.0545 -1.9829 0.0 0.0 0.0 0.00
C -5.1055 0.9218 -3.0523 0.0 0.0 0.0 0.00
C -3.7335 0.9460 -2.8443 0.0 0.0 0.0 0.00
C 1.0311 0.9047 1.0321 0.0 0.0 -0.1 0.02
O 1.1548 -0.2624 0.3200 0.1 0.2 0.3 0.12
C 0.3315 0.7093 2.3940 0.0 0.0 0.0 0.00
C -0.5551 -0.3458 2.5701 0.0 0.0 0.1 0.00
C -1.1985 -0.5460 3.7854 0.0 0.0 -0.1 0.00
C -0.9702 0.3174 4.8464 0.0 0.0 0.0 0.00
C -0.0936 1.3830 4.6804 0.0 0.0 0.0 0.00
C 0.5486 1.5733 3.4661 0.1 0.0 0.0 0.00
C 2.4629 1.4128 1.2982 0.0 0.0 0.1 0.00
C 3.2634 0.6191 2.1241 0.0 0.0 0.0 0.00
C 4.5639 0.9798 2.4248 0.0 0.0 0.0 0.00
C 5.1102 2.1406 1.8855 0.1 0.0 0.0 0.00
C 4.3418 2.9137 1.0339 0.0 0.0 0.0 0.00
C 3.0259 2.5554 0.7456 0.0 0.0 0.0 0.00
H -0.3550 5.8250 0.9615 0.0 0.0 0.0 0.00
H -1.9510 5.6306 0.2085 0.0 0.0 0.0 0.00
H -0.4857 5.1443 -0.6755 0.0 0.0 0.0 0.00
H -0.9954 4.2813 2.9744 0.0 0.0 0.0 0.00
H -1.7580 2.7308 2.6136 0.0 0.0 0.0 0.00
H -2.6312 4.2447 2.2757 0.0 0.0 0.0 0.00
H 0.7562 2.0698 -0.7526 0.0 0.0 0.0 0.00
H -1.6682 1.0881 0.7773 0.0 0.0 0.0 0.00
H -0.0122 -0.2706 -3.1202 0.0 0.0 0.0 0.00
H 1.2122 0.6756 -5.0136 0.0 0.0 0.0 0.00
H 0.9859 3.0849 -5.5899 0.0 0.0 0.0 0.00
H -0.5325 4.5137 -4.2393 0.0 0.0 0.0 0.00
H -1.7635 3.5519 -2.3421 0.0 0.0 0.0 0.00
H -3.7097 1.3346 0.5070 0.0 0.0 0.0 0.00
H -6.1248 1.2966 0.1462 0.0 0.0 0.0 0.00
H -7.0502 1.0332 -2.1417 0.0 0.0 0.0 0.00
H -5.4897 0.7893 -4.0574 0.0 0.0 0.0 0.00
H -3.0628 0.8255 -3.6852 0.0 0.0 0.0 0.00
H -0.7292 -1.0320 1.7543 0.0 0.0 -0.1 0.00
H -1.8633 -1.3947 3.8972 0.0 0.0 0.0 0.00
H -1.4630 0.1558 5.7986 0.0 0.0 0.0 0.00
H 0.0967 2.0672 5.5004 0.0 0.0 0.0 0.00
H 1.2312 2.4062 3.3433 0.0 0.0 0.0 0.00
H 2.8416 -0.2897 2.5340 0.0 0.0 0.0 0.00
H 5.1587 0.3464 3.0736 0.0 0.0 0.0 0.00
H 6.1322 2.4232 2.1130 0.0 0.0 0.0 0.00
H 4.7557 3.8139 0.5923 0.0 0.0 0.0 0.00
H 2.4369 3.1968 0.1044 0.0 0.0 0.0 0.00
Br 6.0185 -0.6784 -0.8703 0.1 0.1 0.1 0.00
C 4.6756 -1.9715 -0.5788 -0.3 -0.1 0.0 0.00
C 4.9750 -3.1934 -0.0102 0.2 0.0 0.1 0.00
C 3.9607 -4.1295 0.1161 -0.1 0.0 -0.1 0.00
C 2.6965 -3.8017 -0.3471 0.1 0.1 -0.1 0.01
N 2.4172 -2.6119 -0.8749 0.0 0.1 0.3 0.05
C 3.3732 -1.6980 -0.9712 0.2 0.0 -0.1 0.01
H 5.9831 -3.4075 0.3212 0.0 0.0 0.0 0.00
H 4.1391 -5.0992 0.5598 0.0 0.0 0.0 0.00
H 1.8656 -4.4955 -0.2964 0.0 0.0 0.0 0.00
H 3.0967 -0.7359 -1.3799 -0.1 0.0 0.0 0.00
F 2.0027 -4.6411 2.7706 0.0 0.0 0.1 0.00
B 1.4724 -3.4446 2.4882 -0.1 0.1 -0.1 0.01
F 2.1518 -2.3844 2.9288 0.0 -0.1 0.0 0.00

Entry 2:
88
Properties=species:S:1:pos:R:3:forces:R:3:lowdin_spin:R:1 method="wB97M-V/def2-TZVPD" multiplicity=2 total_charge=+1 s_squared=0.75 e_tot_ha=-6485.445647 homo_lumo_gap_ev="8.014 / 8.010" largest_force_ev_per_a=1.60 molar_mass_da=958.65
Yb 0.6408 0.1322 0.7736 -0.4 -0.2 -1.5 1.00
O -1.7648 -2.5479 2.7257 0.2 -0.1 -0.2 0.00
C -0.7998 -2.0082 2.2317 -0.3 -0.7 0.2 0.00
O -0.6190 -0.7304 2.1404 -0.3 0.2 0.3 0.00
C 0.3377 -2.8343 1.6340 0.0 -0.2 0.1 0.00
C 0.2825 -4.2396 1.6894 0.2 0.1 -0.1 0.00
C 1.3188 -4.9539 1.1507 -0.1 0.3 0.1 0.00
C 2.4307 -4.2672 0.6143 -0.1 0.2 0.0 0.00
C 3.5698 -4.9341 0.1101 0.2 0.1 -0.1 0.00
C 4.6471 -4.2206 -0.3364 -0.2 -0.2 0.1 0.00
C 4.6365 -2.8137 -0.2904 -0.1 0.1 0.0 0.00
C 3.5450 -2.1353 0.1713 0.0 0.0 0.0 0.00
C 2.4115 -2.8505 0.6175 0.2 -0.2 0.0 0.00
N 1.3327 -2.1624 1.0815 -0.3 0.1 0.4 0.00
H -0.5761 -4.7002 2.1534 0.0 0.0 0.0 0.00
H 1.3149 -6.0349 1.1516 0.0 -0.1 0.0 0.00
H 3.5755 -6.0144 0.1014 0.0 -0.1 0.0 0.00
H 5.5206 -4.7313 -0.7095 0.1 -0.1 0.0 0.00
H 5.5115 -2.2672 -0.6106 0.1 0.0 0.0 0.00
H 3.5465 -1.0544 0.2417 0.0 -0.1 0.0 0.00
Br 3.5879 -2.8503 4.3919 0.0 0.0 0.0 0.00
C 3.5084 -0.9586 4.3986 0.0 0.0 0.1 0.00
C 3.9454 -0.2467 5.5129 -0.1 0.1 -0.2 0.00
C 3.8397 1.1341 5.4686 -0.1 0.0 -0.2 0.00
C 3.3026 1.7491 4.3373 0.1 -0.3 0.1 0.00
C 2.9245 0.9254 3.2953 0.3 0.3 0.2 0.00
N 3.0258 -0.4013 3.3128 0.0 -0.2 0.1 0.00
C 2.2381 1.3598 2.0412 0.6 0.6 0.8 0.00
O 1.0834 1.8484 2.1233 -0.2 0.2 0.3 0.00
O 2.6688 0.9543 0.9280 0.5 -0.2 -0.4 0.00
H 4.3422 -0.7615 6.3729 0.0 0.0 0.0 0.00
H 4.1615 1.7276 6.3111 0.0 0.0 0.1 0.00
H 3.1848 2.8174 4.2716 0.0 0.1 0.0 0.00
C -3.6614 -0.1255 -0.3612 -0.1 0.0 -0.1 0.00
C -2.6792 -1.2359 -0.7256 0.0 -0.2 0.0 0.00
P -0.8751 -1.3672 -1.3363 -0.2 0.2 -0.1 0.00
C 0.4199 -0.0827 -1.8758 -0.1 0.0 0.0 0.00
C 1.5883 -0.8344 -2.1211 -0.1 0.0 0.1 0.00
C 2.7449 -0.2441 -2.6006 -0.1 0.0 0.1 0.00
C 2.7918 1.1263 -2.8089 -0.1 0.0 0.0 0.00
C 1.6697 1.8920 -2.5439 0.0 0.0 0.1 0.00
C 0.4939 1.3010 -2.0875 -0.1 -0.1 0.0 0.00
C -1.1760 -2.0570 -2.9955 0.1 -0.1 0.1 0.00
C -1.6092 -3.3783 -3.0632 0.0 0.0 0.1 0.00
C -1.9138 -3.9491 -4.2851 0.0 0.0 -0.1 0.00
C -1.7800 -3.2077 -5.4493 0.0 -0.1 0.0 0.00
C -1.3371 -1.8968 -5.3861 0.0 0.0 -0.1 0.00
C -1.0323 -1.3215 -4.1661 0.0 0.1 0.1 0.00
C -3.2566 0.7582 0.8128 0.0 0.1 0.1 0.00
P -1.8166 1.7912 0.3501 -0.3 0.1 0.1 0.00
C -1.6344 3.0292 1.6667 0.0 -0.1 0.0 0.00
C -0.8251 4.1413 1.4326 0.0 -0.1 0.0 0.00
C -0.6017 5.0657 2.4347 0.0 0.0 0.0 0.00
C -1.1659 4.8782 3.6889 0.0 0.0 0.1 0.00
C -1.9522 3.7664 3.9342 0.0 0.1 0.1 0.00
C -2.1881 2.8428 2.9291 0.0 -0.1 -0.2 0.00
C -2.5895 2.7334 -1.0269 0.1 0.0 0.1 0.00
C -2.7296 2.1606 -2.2925 0.2 -0.1 0.0 0.00
C -3.4002 2.8246 -3.3039 0.0 0.0 -0.1 0.00
C -3.9468 4.0749 -3.0686 0.0 0.1 0.0 0.00
C -3.8359 4.6457 -1.8114 0.0 0.0 -0.1 0.00
C -3.1700 3.9779 -0.7968 0.1 0.1 0.1 0.00
H -4.5743 -0.6549 -0.0703 0.0 0.0 0.0 0.00
H -3.9328 0.4765 -1.2296 0.0 -0.1 0.1 0.00
H -3.1613 -1.8525 -1.4909 0.1 0.0 0.1 0.00
H -2.5856 -1.8685 0.1671 0.0 0.1 -0.1 0.00
H 1.5761 -1.9096 -1.9533 0.0 0.1 0.0 0.00
H 3.6114 -0.8591 -2.7913 0.1 0.0 0.0 0.00
H 3.6963 1.5924 -3.1657 0.1 0.1 0.0 0.00
H 1.6912 2.9619 -2.6994 0.0 0.0 0.0 0.00
H -0.3579 1.9414 -1.9298 0.0 0.0 0.0 0.00
H -1.7029 -3.9667 -2.1579 0.0 0.0 0.0 0.00
H -2.2470 -4.9750 -4.3285 0.0 -0.1 0.0 0.00
H -2.0148 -3.6533 -6.4040 0.0 0.0 -0.1 0.00
H -1.2266 -1.3171 -6.2903 0.0 0.0 -0.1 0.00
H -0.6791 -0.2991 -4.1357 0.0 0.0 0.0 0.00
H -2.9888 0.1424 1.6763 0.0 0.0 0.0 0.00
H -4.0881 1.4171 1.0846 0.1 -0.1 0.0 0.00
H -0.3741 4.2892 0.4589 0.0 0.0 -0.1 0.00
H 0.0151 5.9317 2.2406 0.0 0.0 0.0 0.00
H -0.9895 5.6011 4.4732 0.0 0.0 0.0 0.00
H -2.3895 3.6133 4.9116 0.0 0.0 0.0 0.00
H -2.7978 1.9778 3.1452 0.0 -0.1 0.0 0.00
H -2.3408 1.1678 -2.4950 0.1 0.1 0.0 0.00
H -3.5011 2.3583 -4.2739 0.0 0.0 0.0 0.00
H -4.4676 4.5963 -3.8579 0.0 0.0 -0.1 0.00
H -4.2733 5.6131 -1.6129 0.0 0.1 0.0 0.00
H -3.1043 4.4372 0.1794 0.0 0.0 0.0 0.00